A 8-piece molecular cluster, CH16BF4O7 overall. Source: OMol25; level of theory: ωB97M-V/def2-TZVPD.

Last column: natural (NBO) charge in e.
Geometry (Å):
B  -0.63  -0.39  -0.39  1.341
F  0.54  -0.55  -1.18  -0.581
F  -1.69  -0.99  -1.09  -0.563
F  -0.43  -1.04  0.85  -0.581
F  -0.89  0.97  -0.16  -0.570
C  1.56  2.78  -1.00  -0.240
O  0.42  2.80  -1.84  -0.749
H  1.86  1.75  -0.81  0.171
H  2.37  3.27  -1.54  0.166
H  1.33  3.29  -0.06  0.150
H  -0.20  2.18  -1.45  0.488
O  1.42  1.12  2.02  -0.949
H  0.71  0.62  1.59  0.486
H  1.02  1.97  2.21  0.460
O  -3.05  -1.19  1.98  -0.948
H  -2.30  -1.19  1.37  0.487
H  -3.46  -0.33  1.86  0.453
O  1.00  -3.33  -0.89  -0.957
H  0.72  -2.41  -0.98  0.488
H  1.28  -3.58  -1.78  0.458
O  0.02  -2.23  3.54  -0.952
H  0.50  -3.03  3.34  0.460
H  -0.15  -1.84  2.68  0.489
O  3.31  -0.53  -1.88  -0.959
H  2.36  -0.35  -1.91  0.491
H  3.60  -0.14  -1.06  0.466
O  -3.96  0.99  -1.42  -0.955
H  -4.08  0.97  -0.46  0.458
H  -3.18  0.43  -1.56  0.492

Computed properties:
* LUMO energy: 0.1092 hartree
* HOMO: -0.269 Eh
* total charge: -1
* gap between HOMO and LUMO: 10.29 eV


CH16N2O7Pt as an isolated structure. Source: OMol25; level of theory: ωB97M-V/def2-TZVPD.

Last column: natural (NBO) charge in e.
Geometry (Å):
Pt  -0.85  -0.28  -0.21  1.533
C  2.37  0.81  0.47  0.804
O  1.25  0.57  -0.03  -0.789
N  2.92  0.08  1.43  -0.800
N  3.22  1.70  -0.13  -0.809
H  3.84  0.31  1.79  0.417
H  2.50  -0.79  1.71  0.405
H  2.76  2.07  -0.94  0.416
H  4.19  1.79  0.12  0.424
O  -1.98  -1.21  -1.96  -0.958
H  -1.75  -1.37  -2.88  0.517
H  -2.94  -1.13  -1.96  0.509
O  -0.82  -1.81  1.45  -0.941
H  -1.64  -2.24  1.72  0.522
H  -0.18  -2.54  1.38  0.510
O  -3.08  0.15  0.04  -0.959
H  -3.95  -0.19  -0.19  0.518
H  -3.25  0.81  0.73  0.514
O  -0.84  1.72  -1.47  -0.954
H  -0.35  1.69  -2.30  0.509
H  -0.89  2.65  -1.25  0.516
O  0.66  -1.88  -1.04  -0.981
H  1.23  -2.53  -0.61  0.502
H  0.81  -2.02  -1.98  0.509
O  -1.01  1.01  1.70  -0.964
H  -1.41  1.89  1.78  0.509
H  -0.81  0.75  2.61  0.521

Computed properties:
* LUMO energy (spin up / spin down): -0.2387 / -0.2839 hartree
* <S²>: 2.00
* HOMO (spin up / spin down): -0.603 / -0.599 Eh
* total charge: +2
* gap between HOMO and LUMO (spin up / spin down): 9.90 / 8.57 eV
* spin multiplicity: 3


A 6-piece molecular cluster, CH16NO5 overall. Source: OMol25; level of theory: ωB97M-V/def2-TZVPD.

Last column: natural (NBO) charge in e.
Geometry (Å):
C  -1.52  -2.75  -1.34  -0.402
N  -1.06  -1.50  -0.67  -0.706
H  -1.31  -2.67  -2.33  0.225
H  -0.87  -3.60  -1.08  0.235
H  -2.54  -2.82  -1.15  0.224
H  -1.57  -0.64  -0.88  0.444
H  0.02  -1.32  -0.96  0.495
H  -0.94  -1.55  0.32  0.453
H  0.62  -0.59  1.89  0.494
H  -0.44  -0.19  2.96  0.482
O  -0.22  -0.81  2.31  -0.980
H  1.18  2.87  -0.60  0.499
H  0.15  2.20  0.41  0.522
O  0.59  2.06  -0.49  -1.015
H  0.27  1.09  -1.90  0.499
H  -0.48  0.86  -3.18  0.479
O  0.06  0.40  -2.53  -0.995
H  2.42  -1.42  0.40  0.497
H  2.03  0.02  0.18  0.508
O  1.64  -0.89  0.27  -0.979
H  0.85  3.19  2.71  0.505
H  -0.75  3.07  2.46  0.503
O  0.17  2.80  2.14  -0.987

Computed properties:
* LUMO energy: -0.1055 hartree
* HOMO: -0.539 Eh
* total charge: +1
* gap between HOMO and LUMO: 11.80 eV


A 7-piece molecular cluster, CH16O6 overall. Source: OMol25; level of theory: ωB97M-V/def2-TZVPD.

Last column: natural (NBO) charge in e.
Geometry (Å):
C  0.59  3.01  -0.62  -0.865
H  0.48  1.93  -0.56  0.219
H  1.66  3.05  -0.60  0.230
H  0.11  3.55  -1.43  0.215
H  0.27  3.35  0.34  0.198
O  -0.64  -0.77  -1.63  -0.952
H  -1.32  -0.32  -1.19  0.476
H  -0.30  -1.31  -0.96  0.484
O  3.22  0.84  -0.26  -0.996
H  3.70  0.07  -0.04  0.462
H  2.91  0.76  -1.26  0.513
O  -0.10  0.21  2.21  -0.965
H  0.59  -0.04  1.59  0.481
H  -0.05  1.20  2.24  0.486
O  -4.46  -0.80  2.04  -0.935
H  -4.80  -0.53  2.88  0.467
H  -3.52  -0.71  2.11  0.468
O  1.80  0.23  -2.60  -0.990
H  1.15  -0.44  -2.34  0.509
H  1.48  0.73  -3.44  0.493
O  -0.42  -2.67  0.74  -0.971
H  -0.41  -3.58  0.91  0.484
H  -0.53  -2.13  1.51  0.490

Computed properties:
* LUMO energy: 0.0098 hartree
* HOMO: -0.399 Eh
* total charge: 0
* gap between HOMO and LUMO: 11.12 eV
* structure (SMILES): C.O.O.O.O.O.O


A 7-piece molecular cluster, CH16O6 overall. Source: OMol25; level of theory: ωB97M-V/def2-TZVPD.

Last column: natural (NBO) charge in e.
Geometry (Å):
C  -0.62  -4.65  -2.59  -0.865
H  -1.15  -5.16  -3.48  0.216
H  -1.30  -3.85  -2.30  0.217
H  0.43  -4.47  -2.74  0.220
H  -0.61  -5.49  -1.82  0.212
O  -0.63  1.81  1.30  -0.962
H  -1.23  2.11  0.60  0.475
H  -1.11  0.97  1.46  0.485
O  2.50  0.57  2.08  -0.968
H  3.16  1.13  2.65  0.474
H  1.84  1.21  1.72  0.494
O  -0.36  -1.25  2.01  -0.964
H  0.56  -1.56  1.86  0.496
H  -0.91  -1.67  1.31  0.468
O  -0.29  4.30  -0.23  -0.945
H  0.16  5.12  -0.62  0.471
H  0.03  4.40  0.71  0.474
O  2.34  3.20  -3.64  -0.936
H  1.96  2.79  -2.89  0.472
H  2.92  2.61  -4.04  0.464
O  -2.91  -0.51  2.75  -0.945
H  -2.23  -0.21  3.40  0.480
H  -2.56  -1.41  2.50  0.467

Computed properties:
* LUMO energy: 0.0105 hartree
* HOMO: -0.413 Eh
* total charge: 0
* gap between HOMO and LUMO: 11.53 eV
* structure (SMILES): C.O.O.O.O.O.O


A 7-piece molecular cluster, CH16O7 overall. Source: OMol25; level of theory: ωB97M-V/def2-TZVPD.

Last column: natural (NBO) charge in e.
Geometry (Å):
C  -0.48  -2.75  -0.12  -0.375
O  -0.73  -1.36  -0.15  -0.876
H  0.48  -2.95  -0.57  0.153
H  -1.31  -3.27  -0.63  0.154
H  -0.53  -3.12  0.92  0.158
H  -0.66  -0.83  0.79  0.498
H  1.40  0.02  1.67  0.487
H  2.94  0.05  2.00  0.436
O  2.27  0.35  1.37  -1.114
H  -0.77  1.08  1.38  0.501
H  -0.77  -0.30  2.56  0.295
O  -0.47  0.15  1.70  -1.287
H  1.75  -0.61  -2.12  0.469
H  0.42  -0.75  -1.28  0.512
O  0.86  -0.29  -2.05  -1.033
H  -1.77  1.99  0.16  0.502
H  -0.31  2.38  0.41  0.501
O  -1.20  2.43  0.81  -0.968
H  -1.72  -0.02  -0.96  0.506
H  -1.19  0.72  -2.16  0.483
O  -1.80  0.88  -1.43  -1.007
H  0.91  1.69  -1.39  0.500
H  1.67  2.05  -0.14  0.493
O  1.03  2.45  -0.78  -0.988

Computed properties:
* LUMO energy (spin up / spin down): 0.1242 / 0.1173 hartree
* <S²>: 0.75
* HOMO (spin up / spin down): 0.016 / -0.261 Eh
* total charge: -1
* gap between HOMO and LUMO (spin up / spin down): 2.94 / 10.29 eV
* spin multiplicity: 2


A 7-piece molecular cluster, CH17NO6 overall. Source: OMol25; level of theory: ωB97M-V/def2-TZVPD.

Last column: natural (NBO) charge in e.
Geometry (Å):
C  -3.50  2.39  1.47  -0.427
N  -2.37  1.77  2.11  -0.859
H  -3.71  1.94  0.49  0.190
H  -3.59  3.47  1.48  0.177
H  -4.42  2.05  1.97  0.189
H  -1.51  2.31  2.00  0.362
H  -2.47  1.69  3.11  0.368
O  -0.60  1.38  4.34  -0.951
H  -0.99  1.68  5.16  0.472
H  0.17  0.85  4.57  0.482
O  0.58  -0.20  -2.67  -1.027
H  0.86  -0.34  -3.59  0.532
H  0.55  0.61  -2.19  0.487
O  2.15  -1.45  -4.47  -0.987
H  2.01  -2.22  -5.03  0.474
H  2.81  -1.76  -3.85  0.499
O  2.43  -1.85  -0.82  -0.979
H  2.16  -1.91  0.10  0.490
H  1.63  -1.55  -1.28  0.510
O  -1.38  -1.09  1.52  -0.952
H  -1.14  -0.30  1.00  0.471
H  -2.08  -0.74  2.07  0.478
O  4.11  -2.46  -2.77  -0.992
H  4.86  -1.87  -2.64  0.482
H  3.44  -2.39  -2.07  0.509

Computed properties:
* LUMO energy: 0.0153 hartree
* HOMO: -0.350 Eh
* total charge: 0
* gap between HOMO and LUMO: 9.94 eV
* structure (SMILES): CN.O.O.O.O.O.O


A 8-piece molecular cluster, CH17NO7 overall. Source: OMol25; level of theory: ωB97M-V/def2-TZVPD.

Last column: natural (NBO) charge in e.
Geometry (Å):
C  -1.56  0.15  -2.41  -0.017
N  -0.34  0.34  -2.35  -0.682
H  -1.96  -0.65  -3.05  0.144
H  -2.36  0.62  -1.82  0.141
H  0.22  1.02  -1.85  0.403
O  2.22  -1.43  -1.62  -0.970
H  1.45  -1.11  -2.12  0.486
H  2.09  -2.38  -1.55  0.477
O  0.06  3.27  0.77  -0.943
H  0.63  3.55  0.05  0.479
H  0.62  3.48  1.52  0.466
O  -2.13  0.67  1.85  -0.957
H  -1.40  1.20  1.51  0.502
H  -1.77  0.22  2.61  0.472
O  -2.75  -2.08  1.55  -0.979
H  -2.65  -1.11  1.61  0.498
H  -3.07  -2.30  0.67  0.470
O  1.53  1.41  -0.67  -0.990
H  1.95  1.43  0.19  0.514
H  2.04  0.84  -1.26  0.488
O  2.47  0.06  1.63  -0.973
H  1.90  -0.62  1.24  0.503
H  3.19  -0.49  1.95  0.474
O  0.23  -1.97  0.74  -0.969
H  0.02  -1.70  -0.16  0.470
H  -0.60  -2.42  0.97  0.493

Computed properties:
* LUMO energy: 0.0151 hartree
* HOMO: -0.353 Eh
* total charge: 0
* gap between HOMO and LUMO: 10.01 eV
* structure (SMILES): C=N.O.O.O.O.O.O.O


Calculated energy relative to the best compared isomer or geometry (same formula, charge and spin) (eV), listed in the same order as above: 0.0000, 0.5016, 1.2141, 1.3662, 1.7872, 0.0000, 0.9127, 0.0000
Calculated DFT total energy (eV), listed in the same order as above: -27185.087, -21839.256, -13018.473, -13581.249, -13580.828, -15628.836, -15087.741, -17134.880